1.
{"formula": "C41H43N2OP2ReS2", "method": "the ωB97M-V functional and the def2-TZVPD basis", "elements": ["Re", "C", "S", "C", "C", "C", "N", "P", "C", "C", "C", "C", "C", "C", "C", "C", "C", "C", "C", "C", "P", "C", "C", "C", "C", "C", "C", "C", "C", "C", "C", "C", "C", "H", "H", "H", "H", "H", "H", "H", "H", "H", "H", "H", "H", "H", "H", "H", "H", "H", "H", "H", "H", "H", "H", "H", "H", "H", "H", "H", "H", "H", "C", "C", "C", "C", "C", "C", "C", "C", "C", "S", "C", "N", "H", "H", "H", "H", "H", "H", "H", "H", "C", "C", "C", "O", "H", "H", "H", "H", "H", "H"], "coordinates": [[0.396, -0.471, 0.790], [6.931, 4.058, 1.649], [5.782, 5.408, 1.326], [4.840, 4.689, -0.033], [3.796, 3.681, 0.438], [2.935, 3.170, -0.705], [1.961, 2.156, -0.219], [2.174, 0.479, -0.423], [3.817, 0.165, 0.226], [3.983, -0.034, 1.599], [5.253, -0.116, 2.141], [6.367, 0.008, 1.318], [6.209, 0.215, -0.045], [4.939, 0.294, -0.596], [2.141, 0.150, -2.189], [2.856, -0.927, -2.717], [2.775, -1.216, -4.071], [1.980, -0.438, -4.900], [1.259, 0.629, -4.377], [1.334, 0.920, -3.026], [0.361, 2.419, 0.152], [-0.048, 4.139, -0.014], [0.059, 4.999, 1.086], [-0.190, 6.349, 0.912], [-0.567, 6.831, -0.337], [-0.699, 5.973, -1.423], [-0.445, 4.622, -1.266], [0.118, 1.893, 1.855], [-1.206, 1.752, 2.323], [-1.456, 1.702, 3.683], [-0.399, 1.818, 4.582], [0.914, 1.960, 4.139], [1.175, 1.997, 2.783], [7.674, 4.437, 2.348], [7.444, 3.769, 0.732], [6.445, 3.191, 2.100], [5.532, 4.233, -0.746], [4.357, 5.524, -0.545], [3.157, 4.164, 1.183], [4.291, 2.836, 0.927], [3.529, 2.707, -1.496], [2.374, 3.984, -1.166], [3.122, -0.114, 2.255], [5.382, -0.272, 3.204], [7.361, -0.055, 1.742], [7.077, 0.316, -0.683], [4.832, 0.467, -1.659], [3.491, -1.536, -2.086], [3.342, -2.042, -4.479], [1.927, -0.657, -5.958], [0.641, 1.235, -5.026], [0.766, 1.758, -2.637], [0.340, 4.624, 2.062], [-0.098, 7.026, 1.749], [-0.769, 7.886, -0.462], [-1.008, 6.357, -2.385], [-0.558, 3.949, -2.108], [-2.030, 1.721, 1.621], [-2.471, 1.612, 4.046], [-0.605, 1.820, 5.646], [1.721, 2.073, 4.850], [2.186, 2.150, 2.423], [2.572, -3.054, 0.696], [1.191, -3.428, 0.268], [0.874, -4.778, 0.041], [-0.398, -5.148, -0.300], [-1.380, -4.155, -0.485], [-2.709, -4.439, -0.889], [-3.598, -3.426, -1.127], [-3.186, -2.085, -1.010], [-1.907, -1.786, -0.605], [-1.276, -0.139, -0.565], [-0.995, -2.817, -0.299], [0.270, -2.467, 0.137], [3.194, -3.938, 0.814], [2.576, -2.512, 1.642], [3.042, -2.413, -0.052], [1.654, -5.518, 0.158], [-0.651, -6.191, -0.449], [-3.003, -5.472, -1.025], [-4.610, -3.647, -1.436], [-3.876, -1.288, -1.259], [-0.791, -2.632, 3.325], [0.310, -1.686, 3.654], [0.815, -1.603, 5.039], [0.832, -0.969, 2.772], [-1.230, -3.069, 4.218], [-0.360, -3.436, 2.718], [-1.568, -2.146, 2.729], [0.954, -2.605, 5.453], [0.017, -1.148, 5.639], [1.723, -1.013, 5.114]], "lowdin_spin": [0.2280, 0.0003, 0.0031, 0.0014, 0.0062, 0.0059, 0.1249, -0.0034, -0.0027, -0.0007, 0.0000, 0.0000, -0.0001, -0.0007, 0.0054, 0.0011, 0.0005, -0.0004, 0.0004, 0.0016, 0.3794, 0.0782, 0.0248, 0.0044, 0.0167, -0.0010, 0.0167, 0.0426, 0.0099, -0.0007, 0.0092, 0.0004, 0.0120, 0.0000, 0.0000, 0.0001, 0.0000, 0.0000, 0.0000, 0.0000, -0.0002, 0.0028, -0.0005, 0.0000, 0.0000, 0.0000, 0.0000, 0.0000, 0.0001, 0.0000, 0.0000, 0.0037, 0.0008, 0.0007, 0.0008, -0.0003, 0.0025, 0.0018, -0.0002, 0.0004, 0.0003, 0.0001, 0.0012, 0.0078, -0.0010, 0.0085, -0.0008, 0.0048, -0.0007, 0.0037, -0.0036, -0.0067, -0.0008, 0.0003, 0.0000, 0.0002, 0.0005, -0.0002, 0.0004, 0.0002, -0.0001, 0.0001, 0.0006, 0.0067, 0.0007, 0.0009, 0.0000, 0.0003, 0.0003, 0.0004, 0.0004, 0.0000], "total_charge": 3, "lumo_energy_ev": [-9.768, -10.141], "multiplicity": 2, "orbital_gap_ev": [4.4952, 4.1096], "e_tot_ha": -3329.40049}

2.
{"formula": "C41H43N3O5P", "method": "the ωB97M-V functional and the def2-TZVPD basis", "elements": ["C", "C", "C", "C", "C", "C", "C", "C", "C", "C", "C", "C", "O", "N", "C", "N", "P", "N", "H", "H", "H", "H", "H", "H", "H", "H", "H", "H", "H", "H", "H", "H", "H", "H", "H", "H", "H", "H", "H", "H", "H", "H", "H", "H", "H", "C", "C", "C", "C", "C", "C", "C", "O", "C", "C", "C", "C", "C", "C", "C", "O", "H", "H", "H", "H", "H", "H", "H", "H", "C", "C", "C", "C", "C", "C", "C", "O", "C", "C", "C", "C", "C", "C", "C", "O", "H", "H", "H", "H", "H", "H", "H", "H"], "coordinates": [[1.864, 0.592, 4.278], [2.685, -0.203, 3.254], [2.103, -0.193, 1.850], [2.362, 1.098, 1.060], [1.387, 2.267, 1.411], [2.162, 3.495, 1.872], [1.345, 4.599, 2.584], [0.145, 4.111, 3.392], [-1.127, 4.134, 2.497], [-2.164, 3.146, 3.045], [-3.048, 2.517, 2.028], [-3.012, 2.487, 0.690], [-2.139, 3.038, -0.171], [-4.063, 1.728, 0.244], [-4.756, 1.277, 1.275], [-4.160, 1.732, 2.350], [-4.702, 1.353, 3.977], [-5.794, 0.262, 3.886], [0.812, 0.334, 4.220], [1.989, 1.645, 4.049], [2.247, 0.458, 5.283], [3.684, 0.224, 3.275], [2.740, -1.229, 3.609], [1.046, -0.447, 1.848], [2.622, -0.983, 1.314], [3.379, 1.397, 1.292], [2.321, 0.897, -0.004], [0.813, 2.457, 0.502], [0.714, 1.871, 2.166], [2.569, 3.948, 0.972], [3.017, 3.237, 2.487], [1.023, 5.373, 1.895], [2.015, 5.100, 3.278], [-0.034, 4.779, 4.227], [0.255, 3.101, 3.765], [-0.791, 3.902, 1.502], [-1.535, 5.133, 2.576], [-1.710, 2.357, 3.640], [-2.806, 3.704, 3.728], [-1.361, 2.459, -0.187], [-4.261, 1.533, -0.727], [-5.626, 0.656, 1.211], [-3.523, 0.992, 4.648], [-5.127, 2.572, 4.524], [-5.507, -0.572, 4.386], [-2.121, -7.009, 1.998], [-2.107, -5.643, 2.256], [-1.002, -4.883, 1.914], [0.100, -5.487, 1.321], [0.093, -6.862, 1.082], [-1.024, -7.618, 1.413], [1.281, -7.541, 0.489], [1.271, -8.734, 0.277], [2.479, -6.715, 0.173], [3.616, -7.334, -0.329], [4.734, -6.579, -0.640], [4.718, -5.200, -0.458], [3.589, -4.578, 0.047], [2.469, -5.332, 0.372], [1.275, -4.652, 0.944], [1.261, -3.447, 1.102], [-2.989, -7.600, 2.259], [-2.962, -5.172, 2.724], [-0.988, -3.819, 2.108], [-1.029, -8.681, 1.216], [3.624, -8.405, -0.472], [5.620, -7.063, -1.026], [5.591, -4.611, -0.707], [3.576, -3.507, 0.193], [3.275, 1.516, -4.967], [3.128, 1.475, -6.349], [1.895, 1.730, -6.926], [0.800, 2.016, -6.123], [0.943, 2.036, -4.732], [2.186, 1.795, -4.160], [-0.225, 2.296, -3.851], [-0.101, 2.321, -2.639], [-1.554, 2.521, -4.486], [-2.668, 2.713, -3.679], [-3.908, 2.936, -4.252], [-4.041, 2.977, -5.636], [-2.934, 2.781, -6.445], [-1.690, 2.545, -5.874], [-0.515, 2.304, -6.760], [-0.631, 2.339, -7.965], [4.241, 1.326, -4.520], [3.978, 1.247, -6.977], [1.779, 1.704, -8.001], [2.297, 1.823, -3.085], [-2.561, 2.685, -2.604], [-4.777, 3.083, -3.623], [-5.009, 3.158, -6.083], [-3.033, 2.808, -7.521]], "lowdin_charge": [-0.1030, -0.2436, -0.2236, -0.1782, -0.2004, -0.1854, -0.1865, -0.1959, -0.1631, -0.1259, -0.1439, -0.2733, 0.1016, 0.2048, -0.0698, -0.1178, 0.7782, -0.2585, 0.0666, 0.0462, 0.0732, 0.1085, 0.1036, 0.1067, 0.0920, 0.1031, 0.0986, 0.0945, 0.0780, 0.1155, 0.1065, 0.1108, 0.1069, 0.1137, 0.0778, 0.0843, 0.1244, 0.1087, 0.1209, 0.1171, 0.1888, 0.1528, 0.0314, 0.0283, -0.0099, -0.0532, -0.0627, -0.0116, -0.0832, -0.0782, 0.0037, -0.2754, 0.1168, -0.0807, 0.0035, -0.0493, -0.0534, -0.0031, -0.0833, -0.2715, 0.0879, 0.1097, 0.1036, 0.1130, 0.1237, 0.1234, 0.1106, 0.1087, 0.1128, -0.0496, -0.0444, 0.0064, -0.0793, -0.0847, -0.0017, -0.2672, 0.0799, -0.0795, -0.0147, -0.0633, -0.0480, 0.0094, -0.0737, -0.2733, 0.1225, 0.1103, 0.1123, 0.1247, 0.1136, 0.0849, 0.1011, 0.1119, 0.1258], "total_charge": 1, "lumo_energy_ev": -2.933, "orbital_gap_ev": 8.4000, "e_tot_ha": -2469.75938}